A molecular structure, C44H43ClN2O5PSTe2Tl, computed with wB97M-V/def2-TZVPD.

The charge is -2. The largest force on an atom is 1.344 eV/A. The energy above the lowest of the compared OMol25 structures with the same formula, charge and spin comes out at 0.0 kcal/mol. As for the orbital gap: 5.29 eV.

Geometry as XYZ:
```
100
C44H43ClN2O5PSTe2Tl | OMol25 | wB97M-V/def2-TZVPD
Tl 0.636 0.232 -0.643
C -0.826 2.680 2.418
C 0.700 2.834 2.361
N 1.397 1.619 1.995
C 1.676 0.640 3.031
C 0.502 -0.196 3.553
S -0.593 -0.963 2.317
C -2.152 -0.057 2.529
C -2.436 1.025 1.485
N -1.328 1.939 1.288
H -1.096 2.159 3.336
H -1.265 3.687 2.503
H 0.936 3.584 1.602
H 1.043 3.233 3.334
H 2.260 1.849 1.523
H 2.410 -0.049 2.619
H 2.145 1.097 3.922
H 0.942 -1.017 4.122
H -0.130 0.374 4.234
H -2.953 -0.796 2.479
H -2.156 0.336 3.547
H -2.611 0.555 0.514
H -3.382 1.518 1.779
H -1.496 2.523 0.475
Te 2.278 -2.707 -0.871
Cl 8.678 -0.551 0.468
C 7.081 -1.135 0.892
C 6.970 -2.215 1.752
C 5.707 -2.664 2.103
C 4.569 -2.058 1.584
C 4.709 -0.979 0.717
C 5.966 -0.508 0.367
C 3.225 -2.539 2.072
O 3.078 -2.716 3.274
O 2.272 -2.764 1.229
H 7.860 -2.689 2.145
H 5.595 -3.492 2.790
H 3.841 -0.499 0.283
H 6.056 0.312 -0.334
O -1.454 -0.989 -1.642
P -2.622 -0.425 -2.373
C -3.355 -1.907 -3.245
C -4.592 -1.889 -3.887
C -5.077 -3.017 -4.530
C -4.331 -4.189 -4.532
C -3.104 -4.222 -3.887
C -2.619 -3.087 -3.248
C -2.267 0.579 -3.828
C -0.931 0.602 -4.223
C -0.555 1.304 -5.357
C -1.508 1.991 -6.096
C -2.838 1.974 -5.697
C -3.220 1.270 -4.565
C -4.041 -0.089 -1.289
C -4.126 -0.987 -0.226
C -5.194 -0.929 0.656
C -6.191 0.020 0.478
C -6.106 0.913 -0.581
C -5.035 0.865 -1.462
H -5.195 -0.988 -3.877
H -6.041 -2.986 -5.025
H -4.708 -5.072 -5.035
H -2.521 -5.134 -3.876
H -1.664 -3.103 -2.738
H -0.177 0.091 -3.635
H 0.490 1.320 -5.640
H -1.214 2.549 -6.976
H -3.581 2.524 -6.260
H -4.254 1.286 -4.253
H -3.344 -1.725 -0.094
H -5.246 -1.629 1.481
H -7.027 0.069 1.166
H -6.868 1.671 -0.714
H -4.940 1.612 -2.237
O -3.150 3.325 -2.008
C -2.025 2.835 -1.813
O -1.732 1.659 -1.493
C -0.808 3.709 -2.060
C 0.447 3.354 -1.584
C 1.551 4.162 -1.826
C 1.409 5.329 -2.564
C 0.157 5.681 -3.060
C -0.943 4.876 -2.807
H 0.569 2.413 -1.051
H 2.528 3.857 -1.471
H 2.274 5.946 -2.776
H 0.045 6.576 -3.660
H -1.927 5.132 -3.173
Te 3.166 1.053 -2.781
C 3.600 2.950 -3.621
C 2.930 3.430 -4.753
C 3.280 4.632 -5.351
C 4.305 5.410 -4.826
C 4.961 4.966 -3.686
C 4.613 3.760 -3.095
H 2.112 2.851 -5.160
H 2.744 4.967 -6.232
H 4.581 6.348 -5.293
H 5.756 5.565 -3.251
H 5.138 3.428 -2.208
```

A molecular structure, C44H44AgAsO5P2S, computed with wB97M-V/def2-TZVPD.

The charge is 0. The largest force on an atom is 0.430 eV/A. The energy above the lowest of the compared OMol25 structures with the same formula, charge and spin comes out at 10.1 kcal/mol. As for the orbital gap: 7.69 eV.

Geometry as XYZ:
```
98
C44H44AgAsO5P2S | OMol25 | wB97M-V/def2-TZVPD
Ag -1.329 0.568 1.886
C -0.761 -0.015 6.694
C -0.231 -0.018 5.283
O -0.992 -0.134 4.347
C 1.246 0.119 5.067
C 2.129 0.214 6.140
C 3.494 0.331 5.919
C 3.984 0.357 4.622
C 3.109 0.260 3.547
C 1.748 0.138 3.768
H -1.846 -0.034 6.655
H -0.423 0.868 7.238
H -0.403 -0.893 7.235
H 1.758 0.195 7.155
H 4.172 0.403 6.759
H 5.048 0.450 4.447
H 3.493 0.276 2.536
H 1.062 0.051 2.932
C 2.233 -0.133 -0.141
P 0.415 0.085 -0.241
C -0.161 -1.339 -1.219
C -1.436 -1.338 -1.781
C -1.922 -2.458 -2.439
C -1.152 -3.608 -2.521
C 0.099 -3.637 -1.923
C 0.588 -2.513 -1.274
C 0.180 1.572 -1.291
C -0.253 1.599 -2.614
C -0.495 2.807 -3.252
C -0.276 4.009 -2.592
C 0.179 3.997 -1.280
C 0.384 2.787 -0.633
P 3.461 -0.414 -1.525
C 2.689 0.144 -3.097
C 2.874 1.409 -3.653
C 2.348 1.719 -4.899
C 1.620 0.774 -5.606
C 1.438 -0.494 -5.070
C 1.986 -0.809 -3.836
C 4.643 0.954 -1.211
C 4.287 2.235 -0.791
C 5.251 3.214 -0.601
C 6.589 2.928 -0.834
C 6.958 1.660 -1.257
C 5.991 0.681 -1.438
H 2.365 -0.990 0.528
H 2.575 0.720 0.449
H -2.070 -0.465 -1.691
H -2.918 -2.438 -2.864
H -1.538 -4.487 -3.022
H 0.697 -4.538 -1.956
H 1.569 -2.561 -0.818
H -0.387 0.677 -3.162
H -0.836 2.806 -4.279
H -0.456 4.949 -3.097
H 0.352 4.925 -0.749
H 0.672 2.789 0.413
H 3.429 2.164 -3.114
H 2.502 2.708 -5.312
H 1.208 1.019 -6.577
H 0.884 -1.245 -5.617
H 1.865 -1.811 -3.445
H 3.245 2.488 -0.633
H 4.954 4.203 -0.277
H 7.342 3.691 -0.685
H 7.999 1.429 -1.438
H 6.283 -0.313 -1.756
O -3.335 -0.680 1.034
C -2.658 -1.745 1.136
O -1.506 -1.796 1.625
C -3.242 -3.020 0.591
C -4.458 -3.007 -0.076
C -4.975 -4.158 -0.679
C -4.219 -5.299 -0.571
O -4.481 -6.541 -1.090
C -3.436 -7.388 -0.613
O -2.459 -6.575 0.027
C -3.011 -5.316 0.103
C -2.490 -4.198 0.694
H -4.995 -2.071 -0.131
H -5.919 -4.156 -1.206
H -2.979 -7.904 -1.458
H -3.850 -8.099 0.110
H -1.535 -4.188 1.199
C -3.905 4.721 0.876
As -3.354 2.911 1.257
C -3.282 2.107 -0.489
C -4.807 2.040 2.156
S -1.590 2.971 2.427
H -4.826 4.726 0.295
H -3.103 5.190 0.309
H -4.047 5.257 1.813
H -4.241 2.316 -0.966
H -3.146 1.033 -0.368
H -2.471 2.556 -1.059
H -5.725 2.192 1.589
H -4.898 2.459 3.157
H -4.564 0.978 2.199
```

A molecular structure, C44H44AsN6OTeZr, computed with wB97M-V/def2-TZVPD.

The charge is +2. The largest force on an atom is 1.337 eV/A. The energy above the lowest of the compared OMol25 structures with the same formula, charge and spin comes out at 0.0 kcal/mol. As for the orbital gap (alpha / beta): 6.63 / 6.28 eV. As for the spin multiplicity: 2.

Geometry as XYZ:
```
98
C44H44AsN6OTeZr | OMol25 | wB97M-V/def2-TZVPD
Zr -0.202 -2.558 -0.640
C -0.578 -5.808 -3.393
C -1.321 -5.154 -4.385
C -2.045 -4.031 -4.069
C -2.023 -3.528 -2.766
N -1.231 -4.110 -1.827
C -0.556 -5.254 -2.150
N -2.904 -2.482 -2.472
C -3.032 -1.973 -1.302
N -2.200 -2.197 -0.206
C -2.549 -1.358 0.845
N -1.914 -1.222 1.945
C -0.874 -2.072 2.356
C -0.513 -1.969 3.697
C 0.432 -2.817 4.222
C 1.040 -3.771 3.399
C 0.693 -3.794 2.080
N -0.237 -2.953 1.544
C -3.770 -0.625 0.431
C -4.578 0.239 1.134
C -5.697 0.744 0.472
C -5.986 0.373 -0.840
C -5.167 -0.514 -1.537
C -4.059 -0.994 -0.875
H -0.041 -6.724 -3.594
H -1.349 -5.548 -5.393
H -2.666 -3.520 -4.791
H -0.044 -5.740 -1.327
H -1.021 -1.227 4.295
H 0.697 -2.757 5.270
H 1.763 -4.475 3.783
H 1.136 -4.516 1.403
H -4.360 0.502 2.162
H -6.360 1.427 0.987
H -6.872 0.769 -1.319
H -5.392 -0.819 -2.550
C 4.064 -2.450 -1.340
As 2.407 -3.423 -1.388
C 3.082 -5.206 -1.097
C 2.169 -3.392 -3.325
H 4.704 -2.922 -2.083
H 4.519 -2.519 -0.356
H 3.892 -1.408 -1.597
H 3.715 -5.464 -1.943
H 2.290 -5.945 -1.001
H 3.680 -5.212 -0.188
H 2.853 -4.113 -3.767
H 2.421 -2.388 -3.662
H 1.150 -3.611 -3.633
C 0.006 6.940 4.526
C 0.086 5.604 3.837
C -0.961 5.136 3.056
C -0.909 3.899 2.421
C -2.088 3.464 1.584
C 0.236 3.121 2.576
Te 0.452 1.175 1.647
N 0.230 -0.493 -0.152
C -0.071 -0.265 -1.412
O 0.101 -1.323 -2.233
C -0.665 0.952 -1.995
C -1.620 1.696 -1.316
C -2.233 2.769 -1.947
C -1.875 3.111 -3.243
C -0.908 2.377 -3.921
C -0.320 1.285 -3.306
C 1.941 1.885 0.373
C 1.646 2.992 -0.411
C 2.579 3.453 -1.330
C 3.800 2.806 -1.442
C 4.087 1.709 -0.636
C 3.163 1.225 0.286
C 3.514 0.055 1.166
C 1.304 3.546 3.379
C 2.552 2.731 3.613
C 1.203 4.790 3.991
H -0.790 7.556 4.112
H 0.946 7.485 4.436
H -0.193 6.810 5.592
H -1.849 5.747 2.936
H -2.976 4.039 1.840
H -2.321 2.404 1.731
H -1.887 3.620 0.523
H -1.918 1.417 -0.311
H -2.996 3.336 -1.429
H -2.362 3.943 -3.735
H -0.626 2.650 -4.929
H 0.419 0.694 -3.831
H 0.695 3.499 -0.306
H 2.353 4.315 -1.944
H 4.544 3.169 -2.140
H 5.058 1.233 -0.708
H 4.575 -0.174 1.095
H 2.945 -0.835 0.886
H 3.290 0.258 2.215
H 2.327 1.715 3.947
H 3.165 3.196 4.381
H 3.160 2.662 2.707
H 2.022 5.131 4.614
```

Q: Number 2 is which compound?
A: C44H44AgAsO5P2S